Formula: C4H8N2O2
Source: the OMol25 dataset
Level of theory: ωB97M-V with the def2-TZVPD basis set

The geometry in XYZ format:
```
16
Properties=species:S:1:pos:R:3:forces:R:3
O -2.919431 0.329562 -0.501805 0.107 -1.629 -0.347
C -1.939204 -0.368445 -0.803028 -1.700 5.191 -1.413
C -0.720766 -0.266042 0.014316 -1.076 -1.545 -2.412
C 0.515171 -0.170416 -0.947407 -0.306 -0.056 1.040
C 1.692659 -0.190360 0.013214 0.609 1.770 -0.328
N 1.996637 1.100349 0.490583 0.367 -0.620 0.178
O 2.335407 -1.173702 0.272168 0.095 -0.231 -0.118
N -0.850918 0.545695 1.144386 0.079 0.321 -0.084
H -1.868252 -0.863328 -1.796828 0.023 -0.247 0.550
H -1.322122 -1.295957 -0.067174 2.145 -1.602 2.324
H 0.682742 -1.029623 -1.617550 -0.593 0.318 0.285
H 0.386533 0.790201 -1.533478 0.474 -1.075 0.762
H 2.853216 1.146202 1.031680 -0.203 -0.261 0.093
H 1.221214 1.554014 0.960929 -0.085 0.072 -0.392
H -1.688901 1.113932 1.069289 -0.159 -0.141 -0.029
H -0.795196 0.132020 2.061176 0.223 -0.265 -0.109
```
Positions in Å, forces in eV/Å.

total charge	0
HOMO	-0.35381	Ha
HOMO-LUMO gap	10.3	eV

---

Formula: C12H24O2
Source: the OMol25 dataset
Level of theory: ωB97M-V with the def2-TZVPD basis set

The geometry in XYZ format:
```
38
Properties=species:S:1:pos:R:3:forces:R:3
C -5.474554 -0.948928 -0.818904 0.053 -0.007 0.240
C -4.583335 -1.156650 0.400249 0.133 -0.086 -0.173
C -3.124674 -0.763215 0.160465 -0.261 0.224 0.197
C -2.929900 0.741176 -0.012597 0.219 -0.211 -0.198
C -1.469822 1.140988 -0.235512 -0.162 0.172 0.209
C -0.564125 0.882378 0.978530 0.069 -0.152 -0.143
C 0.353315 -0.331871 0.811921 0.025 0.126 -0.065
C 1.524494 -0.090396 -0.144122 0.034 -0.036 0.347
C 2.633058 0.749674 0.488180 -0.057 0.059 -0.328
C 3.706493 1.186177 -0.509420 0.012 -0.075 0.178
C 4.441960 0.012598 -1.170098 -0.010 0.155 0.084
C 5.079543 -0.878119 -0.136651 -0.146 -0.313 -0.237
O 4.765321 -2.012483 0.104294 -0.112 -0.166 0.055
O 6.073447 -0.257703 0.514983 0.426 0.520 0.220
H 6.459231 -0.846832 1.181873 -0.242 -0.121 -0.171
H 3.756880 -0.586239 -1.768221 0.112 -0.056 0.043
H 5.231484 0.405906 -1.812572 -0.013 -0.051 -0.050
H 4.439894 1.807952 0.007889 -0.016 0.068 -0.084
H 3.246320 1.789069 -1.295204 0.037 0.046 -0.004
H 2.201370 1.649892 0.930463 0.029 -0.005 0.101
H 3.095604 0.177177 1.295499 -0.010 0.009 0.122
H 1.164010 0.407920 -1.046549 -0.006 -0.016 -0.147
H 1.937656 -1.057782 -0.433478 0.002 -0.005 -0.128
H 0.754998 -0.616167 1.787466 0.008 -0.109 0.027
H -0.235867 -1.172624 0.442807 -0.044 -0.076 0.064
H -1.187168 0.735863 1.863042 -0.022 0.070 0.078
H 0.050522 1.763450 1.169444 -0.010 0.039 0.096
H -1.087643 0.599347 -1.102658 0.049 0.025 -0.123
H -1.448722 2.204650 -0.483504 0.042 -0.024 -0.099
H -3.313024 1.257407 0.871440 -0.065 0.059 0.026
H -3.510965 1.082483 -0.871577 -0.088 0.056 0.027
H -2.533682 -1.103263 1.012858 0.110 -0.066 -0.015
H -2.755736 -1.279444 -0.729261 0.096 -0.076 -0.027
H -4.616150 -2.212221 0.681401 -0.043 0.023 0.087
H -4.977985 -0.580053 1.240278 -0.002 -0.047 0.090
H -5.076609 -1.487385 -1.676533 0.010 -0.044 -0.136
H -5.547079 0.104363 -1.076892 -0.049 0.094 -0.097
H -6.478559 -1.317092 -0.619345 -0.111 -0.002 -0.066
```
Positions in Å, forces in eV/Å.

SMILES	CCCCCCCCCCCC(=O)O
total charge	0
HOMO	-0.38129	Ha
HOMO-LUMO gap	11.2	eV

---

Formula: C11H27I2LuO2P2
Source: the OMol25 dataset
Level of theory: ωB97M-V with the def2-TZVPD basis set

The geometry in XYZ format:
```
45
Properties=species:S:1:pos:R:3:forces:R:3
I -7.048143 2.314807 -0.680395 0.029 -0.037 -0.483
I -6.494004 1.980629 -3.296395 -0.080 0.056 0.514
Lu -0.661897 0.210250 -0.193483 1.511 -0.500 0.080
P 0.019805 2.615200 -0.356041 0.175 -0.515 0.161
C -1.167320 3.801385 -0.751105 -0.963 1.869 -0.460
C 0.753998 2.983352 1.218812 0.302 0.478 0.860
H 1.223467 3.967438 1.105478 0.057 -0.042 0.383
H 1.763810 3.634045 -1.514445 0.220 -0.167 -0.302
H 1.511353 2.241652 1.519041 -0.392 0.412 -0.307
H 2.103052 1.870915 -1.354745 -0.387 0.426 0.047
H -1.977900 3.828725 -0.005428 0.342 0.061 -0.196
H -0.012083 3.030618 2.011246 0.258 0.125 -0.302
C 1.326702 2.629461 -1.561304 0.645 0.206 -0.759
H -0.643684 4.760749 -0.764721 -0.489 0.330 -0.140
H 0.929819 2.448530 -2.576471 0.177 0.196 0.385
H -1.621547 3.609469 -1.736206 0.231 0.128 0.287
P -1.560832 -2.124789 -0.069857 0.460 0.327 0.114
C -3.234247 -2.399921 -0.379638 -1.907 -0.959 -0.283
C -0.564194 -3.048670 -1.216128 0.369 -0.632 -0.712
H -0.078352 -2.517290 1.808510 -0.568 -0.125 -0.275
H -1.357022 -3.758968 1.573608 0.084 0.038 0.378
H -1.752255 -2.177013 2.325792 0.124 -0.289 -0.281
C -1.138828 -2.684839 1.562056 -0.026 -0.461 0.921
H 0.518256 -2.886269 -1.064932 -0.568 -0.103 0.079
H -0.811651 -4.102877 -1.043365 0.264 -0.032 -0.310
H -3.388769 -3.476633 -0.272502 -0.595 0.014 -0.122
H -3.517687 -2.080649 -1.394917 0.117 -0.208 0.301
H -0.810255 -2.779799 -2.259239 0.039 -0.220 0.412
H -3.873700 -1.857822 0.335384 0.232 -0.274 -0.178
C -2.681168 0.854407 -0.682183 -12.077 3.855 -2.911
O -3.804294 1.212684 -0.960157 8.378 -2.677 2.013
C 2.267426 -1.970452 1.557423 0.858 -0.268 -0.129
C 2.326618 -0.739136 0.672370 -0.070 0.041 0.326
C 3.046279 0.366915 1.421417 0.840 -0.308 -0.130
C 3.021689 -1.046147 -0.625164 0.636 -0.224 -0.089
O 0.997847 -0.314937 0.331779 3.145 -0.982 1.211
H 3.305924 -2.257664 1.789931 -0.371 0.044 -0.011
H 1.836499 -2.823240 1.034207 -0.151 -0.023 0.058
H 1.777776 -1.783814 2.508845 -0.179 0.033 0.057
H 4.056366 -0.002530 1.661865 -0.319 0.186 -0.016
H 3.195654 1.245889 0.795423 -0.103 0.116 0.050
H 2.572762 0.614184 2.367049 -0.160 0.085 0.058
H 2.523100 -1.842775 -1.173573 -0.028 -0.105 -0.015
H 3.080217 -0.171919 -1.270004 0.041 0.104 -0.031
H 4.041416 -1.373148 -0.397840 -0.104 0.021 -0.252
```
Positions in Å, forces in eV/Å.

total charge	+2
HOMO	-0.49835	Ha
HOMO-LUMO gap	5.3	eV

---

Formula: C4H11N2O3
Source: the OMol25 dataset
Level of theory: ωB97M-V with the def2-TZVPD basis set

The geometry in XYZ format:
```
20
Properties=species:S:1:pos:R:3:forces:R:3
O -0.686120 -0.805555 -2.419803 0.024 0.529 0.432
C -0.745358 0.202583 -1.673862 0.332 -1.288 -0.669
O -1.195554 1.327759 -1.984198 -0.241 0.778 -0.189
C -0.192658 0.049343 -0.227820 -0.299 0.625 -0.299
C -0.452292 -1.357891 0.284085 0.509 -0.830 -0.267
C 0.334014 -1.671710 1.556402 -0.065 -0.233 0.840
N 1.793711 -1.620823 1.390018 1.202 2.482 0.058
N -0.796953 1.044122 0.683291 4.126 0.752 0.347
H 0.907199 0.252152 -0.304300 -0.803 -0.178 0.182
H -0.209178 -2.100738 -0.525586 -0.048 0.781 0.702
H -1.520636 -1.501208 0.468549 -0.112 0.174 0.051
H 0.033957 -0.950758 2.389204 0.467 -0.948 -1.058
H 0.146761 -2.721551 1.913753 -0.274 0.899 -0.266
H 2.136072 -0.590062 1.317853 -0.924 -2.462 0.069
H 2.101049 -2.075000 0.526494 -0.363 0.204 0.234
H -1.743288 0.984741 0.632362 -3.365 -0.275 -0.321
H -0.549319 2.001715 0.373456 -0.133 -0.967 0.241
H -0.443076 2.677731 -1.481450 0.691 0.649 0.098
H 0.919426 3.395520 -1.731447 1.117 -0.177 -0.871
O 0.162239 3.459632 -1.186992 -1.840 -0.517 0.687
```
Positions in Å, forces in eV/Å.

total charge	-1
HOMO	-0.16027	Ha
HOMO-LUMO gap	8.3	eV

---

What relative energy (zero: lowest compared OMol25 entry of this formula, charge and spin) values result from the calculations? In sequence: 3.190; 0.160; 2.470; 0.000 eV.
What electronic energy values result from the calculations? In sequence: -417.138705; -622.141737; -3098.845431; -494.319597 a.u..
What lowest unoccupied orbital energy values result from the calculations? In sequence: 0.7; 0.8; -8.3; 3.9 eV.